# 1
Molecular formula: C3H7N
Method: DFT, ωB97M-V/def2-TZVPD

Last column: natural (NBO) charge in e.
Cartesian coordinates (Å):
N 0.365 -0.898 1.174  -0.806
C -0.021 0.235 0.425  -0.071
C -0.857 0.049 -0.764  -0.428
C 0.594 0.367 -0.953  -0.425
H 1.178 -0.645 1.742  0.350
H -0.338 -0.973 1.954  0.346
H -0.170 1.198 0.936  0.174
H -1.148 -0.972 -1.025  0.218
H -1.682 0.723 -0.903  0.213
H 0.867 1.341 -1.298  0.209
H 1.211 -0.426 -1.289  0.220

Cartesian forces, eV/Å:
N -0.59 -0.38 2.74
C 0.69 1.25 -0.64
C -0.95 -1.18 -0.51
C -0.82 0.80 0.45
H 0.20 -0.20 -0.52
H 0.53 -0.42 -1.10
H 0.07 -0.40 -0.06
H 0.18 0.22 0.26
H 0.13 0.54 -0.37
H 0.15 0.40 -0.10
H 0.42 -0.63 -0.16

Output
Gap between HOMO and LUMO (eV): 10.9
M (g mol⁻¹): 57.10
LUMO level (Ha): 0.04438
Spin multiplicity: 1

# 2
Molecular formula: C7H9BNO2
Method: DFT, ωB97M-V/def2-TZVPD

Last column: natural (NBO) charge in e.
Cartesian coordinates (Å):
C -0.426 -1.267 -2.733  0.007
C 0.543 -0.718 -1.901  -0.261
C 0.316 -0.613 -0.522  -0.172
B 1.377 0.109 0.501  0.606
O 0.945 -0.089 1.913  -0.732
C 0.353 1.088 2.354  -0.069
C 0.183 1.983 1.095  -0.086
O 1.266 1.615 0.306  -0.718
C -0.918 -1.115 -0.089  -0.275
C -1.822 -1.645 -1.006  0.010
N -1.603 -1.735 -2.316  -0.474
H -0.231 -1.337 -3.796  0.163
H 1.474 -0.360 -2.318  0.203
H 2.538 -0.196 0.274  -0.128
H -0.581 0.909 2.896  0.138
H 1.023 1.644 3.026  0.128
H -0.784 1.818 0.605  0.137
H 0.268 3.031 1.395  0.147
H -1.150 -1.092 0.966  0.214
H -2.771 -2.030 -0.651  0.163

Cartesian forces, eV/Å:
C 0.39 0.15 0.12
C -0.46 -0.10 0.25
C -0.01 -0.19 0.01
B -0.02 0.76 -0.20
O 0.03 -0.37 -0.08
C -0.04 0.74 -0.26
C 0.26 -0.22 0.84
O 0.01 -0.44 -0.28
C 0.20 0.02 -0.55
C 0.19 0.05 0.35
N -0.03 0.03 0.01
H -0.05 -0.04 -0.17
H 0.11 0.04 -0.09
H 0.03 -0.28 0.00
H -0.16 -0.09 -0.03
H 0.09 -0.11 0.24
H -0.15 -0.05 -0.11
H -0.15 0.18 -0.16
H -0.09 -0.02 0.13
H -0.17 -0.06 -0.03

Output
Gap between HOMO and LUMO (eV): 8.3
M (g mol⁻¹): 149.97
Charge: -1
LUMO level (Ha): 0.13905
Spin multiplicity: 1